Entry 1:
Formula: C4H16O4
Source: OMol25
Level of theory: ωB97M-V/def2-TZVPD

Calculated values
relative energy (zero: lowest compared OMol25 entry of this formula, charge and spin): 52.71 kcal/mol
charge: 0
frontier orbital gap: 10.00 eV
total energy: -462.87796 a.u.
SMILES string: CO.CO.CO.CO

Each line ends with the Löwdin charge.
CARTESIAN COORDINATES (ANGSTROEM)
C 2.98012 1.95708 1.70063  -0.15
O 1.59887 1.74420 1.51846  -0.13
H 3.43716 1.06260 2.11986  0.08
H 3.48181 2.16427 0.74930  0.08
H 3.21360 2.77775 2.38424  0.08
H 1.11556 2.56609 1.41222  0.08
C -1.32881 0.92010 -0.18001  -0.14
O -0.18569 0.07834 -0.29783  -0.14
H -1.29030 1.64727 -1.01257  0.08
H -2.28075 0.41477 -0.29237  0.08
H -1.28607 1.57790 0.69508  0.08
H 0.57719 0.61905 -0.05373  0.06
C 0.40647 -1.83520 2.50212  -0.15
O -0.20610 -2.30354 1.28577  -0.15
H -0.38916 -1.57515 3.20548  0.07
H 1.04934 -2.61150 2.91158  0.07
H 0.99835 -0.94424 2.28003  0.06
H -0.19812 -1.55079 0.66786  0.02
C -1.92063 -1.31277 -3.29838  -0.16
O -2.10040 -0.12879 -4.04866  -0.12
H -1.53855 -1.06653 -2.31234  0.06
H -2.86015 -1.85519 -3.13595  0.08
H -1.27283 -2.01935 -3.82010  0.08
H -2.00090 -0.32638 -4.98070  0.07

=====

Entry 2:
Formula: C4H16O4
Source: OMol25
Level of theory: ωB97M-V/def2-TZVPD

Calculated values
relative energy (zero: lowest compared OMol25 entry of this formula, charge and spin): 33.15 kcal/mol
charge: 0
frontier orbital gap: 10.66 eV
total energy: -462.90913 a.u.
SMILES string: CC[C@H](C)O.O.O.O

Each line ends with the Löwdin charge.
CARTESIAN COORDINATES (ANGSTROEM)
C 1.24761 2.14769 -1.44116  -0.10
C 0.63664 1.89182 -0.05686  -0.23
C -0.77582 1.34486 -0.01481  -0.41
C -1.19954 0.47733 1.18243  -0.03
O -0.86786 0.57095 -1.23466  -0.10
H 0.40170 2.64120 -1.94695  0.08
H 1.26587 1.22459 -1.97760  0.05
H 2.20039 2.66623 -1.58276  0.08
H 1.29652 1.09800 0.41003  0.12
H 0.82954 2.74559 0.54286  0.09
H -1.53416 2.14004 -0.22518  0.15
H -1.05917 -0.56453 0.85697  0.07
H -0.66088 0.81801 2.05099  0.07
H -2.26682 0.45014 1.49624  0.09
H -0.62169 -0.36146 -1.11362  0.07
H 1.11319 -2.83377 -0.57031  0.05
H 0.58133 -3.87377 -1.35315  0.05
O 0.45132 -3.55601 -0.44655  -0.07
H -1.89804 -2.62865 -0.88728  0.00
H -2.62024 -1.50639 -1.77064  0.02
O -2.66549 -2.38605 -1.40440  -0.05
H 2.35413 -0.11147 3.05044  0.04
H 1.59131 -1.43206 2.93197  0.02
O 2.20015 -0.96227 3.50402  -0.06

=====

Entry 3:
Formula: C4H16Si3
Source: OMol25
Level of theory: ωB97M-V/def2-TZVPD

Calculated values
relative energy (zero: lowest compared OMol25 entry of this formula, charge and spin): 68.72 kcal/mol
charge: 0
frontier orbital gap: 9.11 eV
total energy: -1030.32906 a.u.

Each line ends with the Löwdin charge.
CARTESIAN COORDINATES (ANGSTROEM)
C -2.30755 1.17987 -1.16943  -0.25
C 1.21355 2.16325 0.03934  -0.23
C 2.64738 -0.49645 -0.46216  -0.24
C -0.40600 -2.88546 -0.20082  -0.09
Si -2.51202 0.40690 0.67742  0.49
Si 1.51239 0.40401 0.75469  0.45
Si -0.47126 -0.66215 1.05909  0.50
H -3.15617 1.78815 -1.44574  0.00
H -1.43117 1.66339 -1.08543  -0.08
H -2.28569 0.29592 -1.94224  0.06
H 1.01686 1.96080 -0.92029  -0.02
H 0.47483 2.66751 0.65338  0.03
H 2.02166 2.74270 0.17350  -0.02
H 2.15008 -1.25776 -1.07395  0.03
H 3.03516 0.10879 -1.14887  -0.02
H 3.38581 -0.95167 0.00884  -0.03
H -0.48903 -3.63249 0.53650  -0.04
H -0.96711 -3.01324 -1.04333  -0.06
H 0.57705 -2.75703 -0.56763  -0.07
H -2.56076 1.51925 1.48075  -0.13
H -3.53827 -0.49465 1.20232  -0.10
H 2.34338 0.35739 2.12645  -0.01
H -0.25311 -1.10705 2.34761  -0.17

=====

Entry 4:
Formula: C4H17N2O2
Source: OMol25
Level of theory: ωB97M-V/def2-TZVPD

Calculated values
relative energy (zero: lowest compared OMol25 entry of this formula, charge and spin): 22.90 kcal/mol
charge: +1
frontier orbital gap: 10.15 eV
total energy: -422.35621 a.u.

Each line ends with the Löwdin charge.
CARTESIAN COORDINATES (ANGSTROEM)
N -0.08459 -1.58356 -0.72631  0.13
C 0.99244 -0.60954 -0.29526  -0.13
C 0.20210 0.59242 0.27785  -0.16
N -0.89413 0.89765 -0.68632  -0.32
C -0.43156 1.78542 -1.75323  -0.08
C -2.06867 1.46669 -0.01489  -0.09
H -0.48146 -2.17862 0.05641  0.11
H 0.22468 -2.21768 -1.52089  0.19
H -0.84724 -0.90726 -1.06019  0.15
H 1.55959 -0.29216 -1.16645  0.12
H 1.66214 -1.08130 0.43167  0.11
H 0.80070 1.41949 0.43814  0.10
H -0.27388 0.27825 1.22864  0.13
H 0.42239 1.33354 -2.27524  0.08
H -0.15104 2.78582 -1.43689  0.09
H -1.25780 1.90277 -2.52228  0.11
H -1.86826 2.45124 0.47177  0.10
H -2.42643 0.77698 0.79389  0.09
H -2.91394 1.61523 -0.74534  0.10
H 4.23362 0.49643 1.05843  0.08
H 3.51578 0.43995 2.41157  0.04
O 3.35525 0.28453 1.47881  -0.07
H -0.45794 -3.26889 2.31608  0.08
H -1.83113 -3.40470 1.68243  0.07
O -0.98063 -2.98271 1.55759  -0.03